No. 1
The following is a DFT calculation (wB97M-V/def2-TZVPD) of the molecule C2H4BrN in a non-equilibrium geometry.

structure (SMILES): C/N=C/Br
ΔE to the lowest compared entry with this formula, charge and spin: 28.2 kcal/mol
HOMO energy: -9.78 eV
LUMO: 0.6 eV

```
8
Properties=species:S:1:pos:R:3:nbo_charge:R:1
C 1.18962 0.01428 -0.30339 0.00
C -1.06350 -0.06757 0.24910 -0.45
N 0.22109 0.31922 0.61519 -0.39
Br 2.99043 0.54030 0.01015 0.06
H 1.00290 -0.36673 -1.23402 0.17
H -1.04297 -0.32562 -0.78767 0.17
H -1.78186 0.79550 0.61307 0.22
H -1.51571 -0.90937 0.83757 0.22
```

***

No. 2
The following is a DFT calculation (wB97M-V/def2-TZVPD) of the molecule C2H4BrNO in a non-equilibrium geometry.

structure (SMILES): [H]/N=C(\Br)OC
ΔE to the lowest compared entry with this formula, charge and spin: 46.6 kcal/mol
HOMO energy: -10.24 eV
LUMO: 0.8 eV

```
9
Properties=species:S:1:pos:R:3:nbo_charge:R:1
C -0.33301 0.97543 -0.02416 0.50
C 0.70037 -1.09024 0.21935 -0.28
N -1.21311 0.46339 -0.70065 -0.73
O 0.69779 0.24808 0.69392 -0.53
Br 0.06729 2.79984 0.35931 0.02
H 1.60552 -1.68954 0.62212 0.20
H 0.85006 -0.94873 -0.88136 0.20
H -0.24861 -1.52481 0.71073 0.20
H -2.12631 0.76659 -0.99927 0.41
```

***

No. 3
The following is a DFT calculation (wB97M-V/def2-TZVPD) of a cluster of 2 separate species, C2H4BrO2S in total in a non-equilibrium geometry.

ΔE to the lowest compared entry with this formula, charge and spin: 18.9 kcal/mol
net charge: -1
HOMO energy: -3.15 eV
LUMO: 3.4 eV

```
10
Properties=species:S:1:pos:R:3:nbo_charge:R:1
C 1.00675 -0.22849 -0.48034 -0.69
C 0.06266 -0.66187 0.55189 -0.48
O -2.05042 1.47267 1.16866 -1.01
O -0.83547 1.75053 -0.88635 -1.00
S -1.75608 0.83057 -0.16500 1.46
Br -0.49450 -2.48643 0.32898 -0.11
H 0.84043 0.86035 -0.46937 0.27
H 0.73909 -0.65158 -1.49613 0.21
H 2.12427 -0.41779 -0.19548 0.16
H 0.36328 -0.46794 1.64313 0.20
```

***

No. 4
The following is a DFT calculation (wB97M-V/def2-TZVPD) of a cluster of 2 separate species, C2H4BrP in total in a non-equilibrium geometry.

ΔE to the lowest compared entry with this formula, charge and spin: 129.1 kcal/mol
HOMO energy (alpha / beta): -8.85 / -9.78 eV
LUMO (alpha / beta): -0.5 / -1.0 eV

```
8
Properties=species:S:1:pos:R:3:nbo_charge:R:1
C -0.34964 0.02324 0.85947 -0.74
C 0.57277 -0.13989 -0.27610 -0.35
P -0.15988 1.48166 -0.16970 0.52
Br 2.44178 -0.40363 -0.12372 0.10
H -1.19809 -0.64458 0.73246 0.26
H 0.07285 0.17760 1.75549 0.22
H -0.07330 -1.75008 -1.95160 0.03
H -1.30648 1.25569 -0.82630 -0.04
```